[1]
118
Properties=species:S:1:pos:R:3:lowdin_charge:R:1 method="wB97M-V/def2-TZVPD" total_charge=-1 multiplicity=1 relative_energy_kj_mol=0.0 orbital_gap_ev=7.00 homo_energy_ha=-0.17608
Hf 0.730 0.175 -1.001 1.50
C -6.506 0.166 0.627 -0.03
C -5.847 1.266 -0.251 -0.55
C -6.388 2.685 0.115 -0.05
C -6.145 1.046 -1.729 -0.07
C -4.356 1.235 -0.080 -0.19
C -3.488 0.585 -0.963 0.03
C -2.144 0.544 -0.700 -0.20
N -1.188 -0.184 -1.439 -0.09
C -1.377 -1.582 -1.833 -0.18
C -2.370 -2.078 -2.622 0.01
C -2.440 -3.418 -3.035 -0.17
C -1.404 -4.207 -2.614 0.02
C -0.314 -3.716 -1.815 -0.08
C -0.300 -2.389 -1.424 -0.29
O 0.630 -1.798 -0.594 -0.32
C 0.754 -4.656 -1.266 -0.54
C 2.161 -4.180 -1.495 -0.05
C 0.636 -6.056 -1.894 -0.07
C 0.513 -4.863 0.224 -0.04
C -3.619 -3.854 -3.957 -0.54
C -3.492 -5.377 -4.290 -0.06
C -4.901 -3.693 -3.124 -0.05
C -3.663 -3.043 -5.230 -0.05
C -1.569 1.311 0.345 -0.25
O -0.217 1.205 0.486 -0.24
C -2.395 1.970 1.266 -0.07
C -3.785 1.885 1.016 0.01
C -1.876 2.601 2.576 -0.53
C -0.816 3.665 2.297 -0.04
C -2.965 3.223 3.404 -0.08
C -1.256 1.516 3.483 -0.03
H -7.577 0.238 0.520 0.06
H -6.255 0.352 1.681 0.08
H -6.184 -0.851 0.308 0.09
H -7.457 2.720 -0.117 0.08
H -5.830 3.458 -0.416 0.09
H -6.262 2.910 1.153 0.05
H -7.199 1.146 -1.976 0.08
H -5.882 0.009 -2.038 0.08
H -5.550 1.712 -2.324 0.08
H -3.867 0.020 -1.790 0.08
H -3.089 -1.376 -3.085 0.11
H -1.367 -5.225 -2.976 0.08
H 2.310 -3.696 -2.454 0.08
H 2.835 -5.030 -1.471 0.08
H 2.489 -3.454 -0.775 0.06
H 0.867 -6.125 -2.958 0.09
H -0.340 -6.448 -1.766 0.06
H 1.407 -6.675 -1.418 0.08
H 0.801 -4.020 0.847 0.06
H 1.184 -5.669 0.592 0.09
H -0.505 -5.080 0.358 0.07
H -3.383 -5.983 -3.393 0.07
H -2.642 -5.617 -4.959 0.09
H -4.443 -5.672 -4.740 0.07
H -4.842 -4.242 -2.196 0.09
H -5.760 -4.010 -3.704 0.07
H -5.100 -2.642 -2.919 0.07
H -2.697 -3.116 -5.785 0.11
H -3.857 -1.999 -5.059 0.07
H -4.446 -3.387 -5.875 0.07
H -4.380 2.389 1.751 0.07
H -1.163 4.420 1.635 0.08
H 0.136 3.264 1.996 0.06
H -0.547 4.175 3.232 0.08
H -3.393 4.073 2.880 0.09
H -2.543 3.617 4.334 0.09
H -3.724 2.513 3.631 0.07
H -0.502 0.953 2.922 0.08
H -2.076 0.883 3.855 0.10
H -0.755 2.004 4.303 0.06
Br 2.280 -1.413 2.316 0.88
C 2.328 0.019 3.602 -0.55
C 1.673 -0.162 4.776 -0.15
C 1.487 0.883 5.673 -0.10
C 1.819 2.161 5.295 -0.04
C 2.517 2.362 4.048 -0.15
C 2.816 3.691 3.615 -0.04
C 3.373 3.931 2.398 -0.07
C 3.857 2.824 1.630 -0.09
C 3.667 1.487 1.991 -0.16
C 2.893 1.272 3.217 -0.18
H 1.220 -1.105 5.007 0.10
H 0.912 0.698 6.550 0.10
H 1.434 2.965 5.901 0.11
H 2.409 4.479 4.200 0.10
H 3.532 4.919 2.021 0.10
H 4.463 3.032 0.750 0.09
Cl 2.084 -0.563 -3.133 -0.11
C 4.465 -1.050 -0.058 -0.23
Si 4.909 0.237 1.171 0.57
C 5.920 -0.405 2.640 -0.17
C 5.985 1.398 0.165 -0.27
C 7.028 2.139 0.747 -0.11
C 7.712 3.075 -0.008 -0.11
C 7.404 3.237 -1.364 -0.10
C 6.395 2.486 -1.968 -0.07
C 5.669 1.592 -1.195 -0.09
H 5.342 -1.197 -0.689 0.05
H 3.590 -0.803 -0.671 -0.02
H 4.299 -2.006 0.439 0.00
H 6.721 -1.025 2.203 0.04
H 5.343 -1.046 3.308 0.02
H 6.376 0.316 3.317 0.03
H 7.252 2.052 1.810 0.10
H 8.533 3.664 0.456 0.10
H 8.023 3.953 -1.862 0.09
H 6.112 2.690 -2.980 0.10
H 4.788 1.094 -1.586 0.09
C 1.729 4.198 -0.739 -0.12
S 1.847 2.812 -1.851 0.42
O 2.321 1.766 -0.830 -0.51
O 2.834 3.075 -2.841 -0.29
O 0.485 2.409 -2.213 -0.38
H 1.407 5.058 -1.295 0.06
H 2.738 4.366 -0.278 0.07
H 0.992 3.915 0.029 0.05

[2]
25
Properties=species:S:1:pos:R:3:lowdin_charge:R:1 method="wB97M-V/def2-TZVPD" multiplicity=1 relative_energy_kj_mol=435.2 orbital_gap_ev=6.49 homo_energy_ha=-0.28607
C 1.812 2.738 -1.883 -0.42
C -3.385 -0.086 -0.522 -0.06
C -2.902 1.264 -0.385 -0.04
C -2.633 -1.204 -0.165 -0.08
C -1.593 1.429 0.068 -0.01
C -1.406 -0.950 0.330 -0.05
C -0.750 0.291 0.411 -0.17
C 1.725 -1.120 -0.405 -0.10
C 1.681 -0.437 0.749 -0.06
C 2.861 -2.038 -0.719 -0.08
C 0.592 0.478 0.883 -0.25
N 1.461 2.106 -0.951 -0.19
N 0.705 1.467 1.810 0.23
H -4.212 -0.303 -1.215 0.11
H -3.474 2.140 -0.788 0.12
H -3.183 -2.114 -0.269 0.11
H -1.141 2.392 0.248 0.10
H -0.809 -1.761 0.710 0.11
H 0.958 -1.077 -1.219 0.15
H 2.467 -0.237 1.466 0.13
H 3.817 -1.558 -0.557 0.07
H 3.007 -2.389 -1.777 0.09
H 2.810 -2.876 0.097 0.12
H 0.016 2.031 2.073 0.06
H 1.576 1.815 2.010 0.09

[3]
27
Properties=species:S:1:pos:R:3:lowdin_charge:R:1 method="wB97M-V/def2-TZVPD" multiplicity=1 relative_energy_kj_mol=584.2 orbital_gap_ev=8.75 homo_energy_ha=-0.30386
C -1.241 -0.691 1.540 -0.31
C -0.039 2.328 -1.189 -0.13
C 0.564 1.288 -0.214 -0.22
C 1.689 0.365 -0.669 -0.28
C 0.688 -0.755 -0.939 -0.25
C -0.419 0.117 -0.438 -0.18
C 2.635 0.025 0.498 -0.04
C 0.680 -1.748 -2.243 -0.01
C -3.255 -0.512 2.839 0.02
N -1.290 1.700 -1.700 0.00
N -1.432 0.566 -1.353 0.04
O -0.501 -1.509 2.033 0.09
O -2.389 -0.158 1.713 0.00
H -0.249 3.323 -0.804 0.10
H 0.565 2.390 -2.177 0.14
H 0.683 1.738 0.754 0.13
H 2.162 0.861 -1.562 0.15
H 0.799 -1.486 -0.096 0.12
H 3.534 -0.319 0.009 0.07
H 2.248 -0.769 1.110 0.07
H 2.934 0.827 1.142 0.07
H -0.071 -2.516 -2.124 0.06
H 1.629 -2.212 -2.349 0.05
H 0.497 -1.187 -3.181 0.07
H -3.218 0.299 3.570 0.10
H -2.987 -1.407 3.326 0.08
H -4.217 -0.556 2.504 0.06

[4]
18
Properties=species:S:1:pos:R:3:lowdin_charge:R:1 method="wB97M-V/def2-TZVPD" total_charge=-1 multiplicity=1 relative_energy_kj_mol=0.0 orbital_gap_ev=7.52 smiles="C[C@@H](O)[C@@]1(C)C(=O)OP1[O-]" homo_energy_ha=-0.14303
C -1.738 -0.619 -0.667 -0.04
C -0.506 0.314 -1.011 -0.42
O -0.999 1.663 -1.041 -0.07
C 0.523 0.027 0.027 -0.51
C 0.061 0.360 1.411 -0.09
C 1.189 -1.359 -0.163 -0.62
O 0.617 -2.431 -0.247 0.03
O 2.477 -1.135 -0.364 -0.18
P 2.304 0.847 -0.308 0.79
O 2.975 1.331 0.886 -0.52
H -2.165 -0.236 0.217 0.04
H -1.223 -1.552 -0.494 0.05
H -2.544 -0.639 -1.421 0.08
H -0.119 -0.022 -2.007 0.15
H -0.791 2.031 -0.158 0.07
H -0.317 1.359 1.471 0.06
H -0.674 -0.461 1.873 0.14
H 0.930 0.521 1.996 0.04

[5]
9
Properties=species:S:1:pos:R:3:lowdin_charge:R:1 method="wB97M-V/def2-TZVPD" total_charge=+1 multiplicity=1 relative_energy_kj_mol=239.9 orbital_gap_ev="8.85 / 9.20" smiles="N=[N+]=CC(F)(F)F" homo_energy_ha="-0.61153 / -0.61366"
N -0.574 -0.594 1.216 0.29
N -0.218 -0.044 0.273 0.15
C 0.077 -0.159 -1.290 0.31
C -1.040 -0.243 -2.299 -0.68
F -0.569 -1.067 -3.232 0.20
F -2.151 -0.738 -1.779 0.19
F -1.304 0.925 -2.856 0.20
H -0.925 -0.155 2.085 0.19
H 1.079 0.158 -1.533 0.14

[6]
137
Properties=species:S:1:pos:R:3:lowdin_charge:R:1 method="wB97M-V/def2-TZVPD" multiplicity=1 orbital_gap_ev=9.09 smiles="COC[C@H](C)N.COC[C@H](C)N.COC[C@H](C)N.COC[C@H](C)N.NC(N)=O.NC(N)=O.NC(N)=O.CCO.CCO.CCO.CCO.CCO" homo_energy_ha=-0.32607
C 2.054 4.914 -5.024 -0.11
O 2.643 3.943 -4.187 -0.19
C 2.500 4.126 -2.796 -0.21
C 3.313 3.055 -2.057 -0.42
C 3.436 3.442 -0.567 -0.06
N 4.698 3.024 -2.481 0.03
H 2.587 5.870 -5.034 0.08
H 0.979 5.081 -4.928 0.08
H 2.246 4.511 -6.020 0.09
H 2.981 5.069 -2.498 0.12
H 1.465 4.272 -2.477 0.11
H 2.852 2.068 -2.098 0.11
H 3.987 4.373 -0.424 0.08
H 4.017 2.779 0.075 0.05
H 2.424 3.415 -0.153 0.08
H 5.225 3.872 -2.292 0.07
H 4.736 3.086 -3.498 0.07
C 3.826 -0.868 -1.551 -0.13
O 3.789 -2.013 -2.334 -0.18
C 4.331 -3.166 -1.661 -0.19
C 4.840 -4.164 -2.639 -0.44
C 3.898 -4.496 -3.782 -0.06
N 5.039 -5.477 -1.983 0.03
H 3.049 -0.745 -0.784 0.07
H 3.630 -0.014 -2.204 0.08
H 4.774 -0.703 -1.030 0.09
H 5.085 -2.853 -0.935 0.13
H 3.423 -3.565 -1.192 0.11
H 5.839 -3.862 -2.970 0.14
H 3.746 -3.644 -4.447 0.08
H 2.912 -4.832 -3.458 0.07
H 4.452 -5.230 -4.367 0.09
H 4.084 -5.792 -2.109 0.03
H 5.190 -5.342 -0.989 0.05
C -4.325 3.272 0.703 -0.07
O -5.162 3.540 1.844 -0.24
C -6.080 4.610 1.650 -0.19
C -6.921 4.696 2.911 -0.44
C -8.177 5.517 2.860 -0.07
N -6.101 5.071 4.095 0.04
H -3.647 2.480 1.016 0.07
H -3.785 4.151 0.348 0.09
H -4.968 2.907 -0.102 0.09
H -5.581 5.528 1.325 0.14
H -6.751 4.312 0.835 0.13
H -7.252 3.677 3.133 0.13
H -8.083 6.505 2.410 0.08
H -8.735 5.497 3.794 0.08
H -8.792 4.935 2.163 0.08
H -5.166 5.240 3.727 0.05
H -6.289 6.024 4.397 0.06
C -1.239 -6.160 0.670 -0.10
O -0.611 -4.960 0.194 -0.24
C 0.710 -5.219 -0.316 -0.19
C 1.671 -5.572 0.854 -0.42
C 1.820 -4.295 1.713 -0.03
N 2.889 -6.061 0.252 0.04
H -0.978 -7.039 0.083 0.09
H -2.296 -5.912 0.546 0.08
H -1.091 -6.261 1.747 0.09
H 0.661 -5.913 -1.163 0.12
H 1.001 -4.324 -0.874 0.10
H 1.102 -6.383 1.318 0.12
H 2.564 -4.442 2.496 0.08
H 0.889 -3.928 2.140 0.07
H 2.131 -3.519 1.009 0.07
H 2.894 -7.055 0.059 0.09
H 3.593 -5.961 0.980 0.08
N 0.655 -0.317 5.215 0.16
C 1.810 -0.961 4.939 -0.68
N 1.637 -1.810 3.908 0.15
O 2.941 -0.816 5.435 -0.02
H 0.645 0.589 5.650 0.09
H -0.177 -0.575 4.707 0.07
H 2.466 -2.191 3.488 0.07
H 0.714 -1.924 3.480 0.02
N -2.602 -0.723 2.153 0.19
C -1.894 -1.857 2.325 -0.64
N -2.302 -2.741 1.423 0.19
O -0.841 -1.892 2.987 -0.02
H -3.354 -0.656 1.497 0.07
H -2.260 0.086 2.650 0.08
H -3.219 -2.740 0.989 0.08
H -1.729 -3.534 1.165 0.08
N -3.212 2.861 3.915 0.18
C -1.895 2.714 3.658 -0.66
N -1.113 3.046 4.701 0.17
O -1.453 2.314 2.585 0.01
H -3.736 2.997 3.057 0.06
H -3.641 3.179 4.764 0.10
H -0.113 3.038 4.597 0.11
H -1.528 3.370 5.555 0.10
C 4.915 -0.683 2.463 -0.08
C 4.339 0.619 1.921 -0.31
O 4.962 1.764 2.500 -0.09
H 4.430 -1.641 2.255 0.06
H 5.058 -0.743 3.543 0.07
H 5.886 -0.800 1.975 0.07
H 3.284 0.762 2.176 0.10
H 4.508 0.814 0.862 0.09
H 5.073 1.569 3.437 0.08
C -2.508 2.816 -3.631 -0.08
C -1.758 3.511 -2.542 -0.31
O -0.502 2.867 -2.281 -0.12
H -3.576 3.012 -3.501 0.07
H -2.376 1.738 -3.531 0.07
H -2.177 3.174 -4.604 0.07
H -2.294 3.644 -1.601 0.09
H -1.387 4.480 -2.889 0.10
H -0.454 2.419 -1.416 0.03
C 0.298 -0.616 0.058 -0.04
C 0.815 0.839 0.285 -0.23
O -0.274 1.761 0.133 -0.12
H -0.763 -0.851 0.048 0.06
H 0.713 -1.197 0.886 0.06
H 0.828 -0.950 -0.834 0.04
H 1.655 1.158 -0.329 0.09
H 1.164 0.980 1.312 0.10
H -0.744 1.756 0.979 0.04
C 0.618 -2.916 -3.767 -0.08
C 0.007 -1.559 -3.454 -0.31
O -0.845 -1.183 -4.534 -0.09
H 1.065 -2.781 -4.754 0.08
H -0.174 -3.659 -3.892 0.08
H 1.297 -3.296 -3.006 0.04
H 0.805 -0.839 -3.260 0.11
H -0.699 -1.662 -2.631 0.09
H -0.313 -1.132 -5.334 0.08
C -4.139 -1.008 -2.113 -0.08
C -4.774 -0.724 -0.791 -0.30
O -4.560 -1.832 0.072 -0.11
H -4.334 -0.170 -2.785 0.08
H -4.579 -1.924 -2.519 0.08
H -3.064 -1.182 -2.071 0.07
H -5.821 -0.470 -0.966 0.12
H -4.231 0.155 -0.436 0.10
H -5.115 -2.568 -0.203 0.10

[7]
32
Properties=species:S:1:pos:R:3:lowdin_charge:R:1 method="wB97M-V/def2-TZVPD" total_charge=+1 multiplicity=1 relative_energy_kj_mol=215.7 orbital_gap_ev=4.07 homo_energy_ha=-0.37619
Ca 13.755 9.665 14.332 1.65
O 12.925 10.308 12.524 -0.60
H 12.137 10.453 11.999 -0.07
O 7.499 9.592 8.001 -0.26
P 8.838 9.779 8.532 0.49
N 9.396 8.330 9.142 -0.31
C 8.538 7.162 9.182 -0.10
C 10.646 8.220 9.802 -0.13
N 8.957 10.841 9.810 -0.30
C 8.387 10.448 11.070 -0.12
C 9.728 12.031 9.837 -0.13
N 9.869 10.405 7.403 -0.30
C 9.370 10.572 6.032 -0.09
C 11.304 10.516 7.509 -0.13
H 8.316 6.877 10.223 0.08
H 9.039 6.303 8.723 0.08
H 7.618 7.393 8.661 0.07
H 10.795 7.174 10.077 0.09
H 10.684 8.840 10.709 0.06
H 11.502 8.492 9.176 0.06
H 7.589 9.722 10.917 0.09
H 9.126 9.989 11.756 0.07
H 7.968 11.322 11.572 0.09
H 9.203 12.791 10.432 0.09
H 10.706 11.881 10.335 0.07
H 9.874 12.421 8.838 0.08
H 9.788 9.817 5.354 0.09
H 8.292 10.474 6.018 0.07
H 9.637 11.564 5.657 0.08
H 11.660 11.195 6.732 0.09
H 11.819 9.556 7.344 0.08
H 11.622 10.909 8.475 0.06

[8]
76
Properties=species:S:1:pos:R:3:lowdin_charge:R:1 method="wB97M-V/def2-TZVPD" multiplicity=1 relative_energy_kj_mol=444.6 orbital_gap_ev=9.65 smiles="COC[C@H](C)N.COC[C@H](C)N.COC[C@H](C)N.COC[C@H](C)N.NC(N)=O" homo_energy_ha=-0.33333
C -24.414 10.270 29.809 -0.09
O -24.119 11.670 29.561 -0.21
C -24.790 12.641 30.394 -0.18
C -26.245 12.965 30.029 -0.43
C -26.268 13.537 28.610 -0.06
N -26.890 13.930 30.896 0.04
H -25.468 10.001 29.877 0.08
H -23.879 9.993 30.718 0.08
H -23.954 9.648 29.041 0.07
H -24.514 12.296 31.390 0.12
H -24.245 13.572 30.239 0.13
H -26.875 12.087 29.891 0.12
H -26.969 12.914 28.054 0.07
H -25.388 13.203 28.059 0.06
H -26.473 14.602 28.502 0.08
H -26.409 13.974 31.783 0.06
H -26.740 14.907 30.689 0.06
C -24.599 16.387 26.495 -0.08
O -23.311 16.609 25.780 -0.23
C -23.408 17.798 24.941 -0.17
C -21.936 18.182 24.467 -0.36
C -21.374 17.345 23.254 -0.06
N -20.963 18.207 25.603 0.02
H -25.403 16.128 25.806 0.09
H -24.936 17.181 27.162 0.09
H -24.489 15.556 27.192 0.06
H -24.029 17.710 24.049 0.12
H -23.823 18.622 25.521 0.11
H -22.057 19.232 24.203 0.12
H -21.331 16.283 23.496 0.06
H -20.352 17.613 22.989 0.07
H -22.019 17.430 22.379 0.06
H -20.882 17.434 26.248 0.06
H -20.025 18.330 25.249 0.06
C -26.657 11.485 24.807 -0.08
O -25.474 10.725 25.148 -0.19
C -25.591 10.093 26.376 -0.23
C -26.105 8.653 26.314 -0.44
C -26.741 8.141 27.593 -0.05
N -24.937 7.856 25.959 0.03
H -26.654 11.632 23.727 0.09
H -26.652 12.512 25.170 0.08
H -27.631 11.046 25.019 0.09
H -24.645 10.136 26.918 0.12
H -26.285 10.721 26.935 0.10
H -26.828 8.517 25.509 0.14
H -27.252 7.214 27.335 0.09
H -27.372 8.985 27.873 0.08
H -25.904 8.077 28.288 0.07
H -24.202 7.965 26.642 0.06
H -24.603 8.269 25.100 0.07
C -24.102 16.125 19.384 -0.11
O -24.373 17.009 18.287 -0.21
C -25.745 17.255 17.894 -0.17
C -25.850 17.510 16.405 -0.43
C -24.908 18.626 15.849 -0.06
N -27.163 17.985 16.094 0.01
H -23.066 16.312 19.666 0.08
H -24.252 15.063 19.189 0.09
H -24.437 16.389 20.387 0.07
H -26.233 16.325 18.185 0.12
H -26.173 18.013 18.550 0.12
H -25.651 16.611 15.823 0.14
H -23.941 18.412 16.303 0.06
H -25.144 19.627 16.211 0.08
H -24.837 18.465 14.774 0.08
H -27.249 18.990 16.047 0.07
H -27.285 17.789 15.111 0.07
N -23.900 14.683 23.656 0.18
C -23.992 13.422 23.843 -0.87
N -24.229 13.181 25.060 0.20
O -24.278 12.770 22.922 0.09
H -23.485 15.327 24.314 0.06
H -23.810 14.968 22.691 0.11
H -24.609 12.249 25.136 0.07
H -24.219 13.856 25.811 0.10

[9]
51
Properties=species:S:1:pos:R:3:lowdin_charge:R:1 method="wB97M-V/def2-TZVPD" multiplicity=1 relative_energy_kj_mol=156.8 orbital_gap_ev=9.75 homo_energy_ha=-0.36348
O 0.576 0.084 2.988 0.04
H 0.202 0.355 3.786 0.05
H 0.809 0.802 2.501 -0.03
O -1.929 1.881 0.171 -0.05
H -1.903 2.801 -0.101 0.05
H -2.489 1.402 -0.487 0.05
O -1.147 -1.415 1.439 -0.08
H -1.795 -1.742 2.064 0.09
H -0.535 -0.904 2.014 0.04
O -0.572 4.335 -0.643 -0.04
H 0.020 3.608 -0.741 -0.02
H -0.405 5.103 -1.193 0.05
O 0.256 -0.330 -3.016 -0.06
H 0.244 -0.247 -2.069 -0.04
H 0.786 -1.085 -3.298 0.02
O 3.212 0.057 1.704 -0.03
H 3.960 0.183 1.175 0.03
H 2.649 -0.635 1.356 -0.01
O -2.418 0.398 -2.088 -0.04
H -3.349 0.258 -2.294 0.07
H -2.261 -0.359 -1.577 -0.06
O 1.606 2.756 -1.433 -0.06
H 1.713 2.346 -0.534 0.00
H 1.928 3.639 -1.340 0.03
O -2.267 1.101 2.600 -0.05
H -2.317 0.220 2.364 -0.07
H -2.181 1.460 1.685 -0.01
O -1.983 -2.024 -1.305 0.01
H -2.358 -2.673 -0.780 0.02
H -1.848 -2.353 -2.164 0.06
O -0.347 -3.793 0.366 -0.07
H -0.623 -2.896 0.656 -0.01
H -0.613 -4.469 0.994 0.05
O -3.765 -0.328 0.492 -0.03
H -4.132 -1.173 0.223 0.05
H -2.870 -0.669 0.645 -0.01
O 1.713 2.213 1.160 -0.03
H 2.377 2.879 1.335 0.08
H 2.229 1.417 1.151 -0.02
O 1.812 -2.077 0.826 -0.05
H 1.539 -2.458 0.002 0.00
H 1.405 -2.585 1.552 0.07
O 1.896 -2.353 -1.905 -0.07
H 2.220 -1.460 -1.797 -0.02
H 2.674 -2.808 -2.315 0.09
O 0.357 0.171 -0.317 -0.04
H -0.408 0.743 -0.156 0.04
H 0.023 -0.620 0.111 0.02
O 2.940 0.070 -1.279 -0.04
H 2.157 0.310 -0.780 -0.02
H 3.220 0.871 -1.729 0.06